Computed, not measured: a cluster of 3 separate species, C2H11N2O2 in total in a non-equilibrium geometry, with ωB97M-V/def2-TZVPD.

Calculated values
Kohn-Sham gap: 9.29 eV
energy above the lowest of the compared OMol25 structures with the same formula, charge and spin: 1.994 eV
strongest force on any atom: 2.32 eV Å⁻¹
total charge: +1

Atoms and positions in Å:
C: -0.099 -0.483 -0.056
C: -1.059 -0.336 0.899
N: -1.856 0.879 1.000
N: 0.142 0.414 -1.051
H: 0.511 -1.368 -0.102
H: -1.173 -1.177 1.555
H: -2.863 0.722 0.917
H: -1.703 1.522 1.783
H: -1.539 1.378 0.165
H: 1.046 0.637 -1.447
H: -0.464 1.205 -1.215
H: -0.483 -3.571 1.511
H: 0.968 -3.104 1.366
O: 0.149 -3.229 0.878
H: 2.910 2.172 -2.850
H: 3.019 2.382 -1.326
O: 2.494 1.958 -2.028

Atomic partial charges in e from the Löwdin method, atoms 1 to 2: number 1, C, carries -0.145; number 2, C, carries -0.116

Computed, not measured: a cluster of 2 separate species, C3H3N3O in total in a non-equilibrium geometry, with ωB97M-V/def2-TZVPD.

Calculated values
Kohn-Sham gap: 10.57 eV
SMILES: N#CN=C=N.C=O
energy above the lowest of the compared OMol25 structures with the same formula, charge and spin: 3.298 eV
strongest force on any atom: 5.33 eV Å⁻¹
total charge: 0

Atoms and positions in Å:
C: -0.320 1.255 0.363
C: 0.728 0.931 -1.651
C: 0.140 -1.748 0.264
N: -0.720 1.516 1.468
N: 1.289 1.135 -2.635
N: 0.203 0.726 -0.540
O: -0.972 -1.904 0.001
H: 0.351 -1.696 1.390
H: 0.909 -1.662 -0.500
H: -1.608 1.447 1.840

Atomic partial charges in e from the Löwdin method, atoms 1 to 2: number 1, C, carries -0.229; number 2, C, carries -0.344

Computed, not measured: an isolated molecule of C3H8O, with ωB97M-V/def2-TZVPD.

Calculated values
Kohn-Sham gap: 10.83 eV
SMILES: CCOC
energy above the lowest of the compared OMol25 structures with the same formula, charge and spin: 0.728 eV
strongest force on any atom: 0.34 eV Å⁻¹
total charge: 0

Atoms and positions in Å:
C: 0.351 -0.095 1.630
C: 0.756 0.067 0.163
O: -0.064 -0.736 -0.667
C: -0.891 -0.039 -1.558
H: 1.220 -0.136 2.295
H: -0.300 0.716 1.973
H: -0.197 -1.037 1.730
H: 1.792 -0.259 0.007
H: 0.704 1.123 -0.140
H: -1.621 0.604 -1.042
H: -0.311 0.582 -2.258
H: -1.438 -0.791 -2.134

Atomic partial charges in e from the Löwdin method, atoms 1 to 2: number 1, C, carries -0.075; number 2, C, carries -0.286

Computed, not measured: a cluster of 4 separate species, C32H55BrF10N5O7 in total in a non-equilibrium geometry, with ωB97M-V/def2-TZVPD.

Calculated values
Kohn-Sham gap: 5.29 eV
strongest force on any atom: 2.19 eV Å⁻¹
total charge: +1

Atoms and positions in Å:
C: 2.533 -1.648 2.862
C: 1.609 -1.880 1.885
C: 2.096 -2.597 0.676
N: 2.010 -3.910 0.615
N: 2.521 -4.455 -0.486
C: 2.465 -5.939 -0.522
C: 3.117 -6.568 0.701
C: 4.364 -7.413 0.400
F: 4.068 -8.718 0.603
F: 4.734 -7.312 -0.903
C: 5.607 -7.013 1.239
F: 6.687 -7.532 0.619
F: 5.754 -5.670 1.202
C: 5.689 -7.538 2.697
F: 5.684 -8.870 2.751
F: 6.884 -7.119 3.161
C: 4.636 -6.993 3.699
F: 3.445 -7.561 3.522
F: 4.544 -5.664 3.641
F: 5.052 -7.307 4.923
C: 3.044 -3.787 -1.494
C: 3.150 -2.398 -1.486
C: 3.740 -1.633 -2.636
C: 5.100 -1.052 -2.236
O: 6.091 -1.673 -2.236
Br: 5.076 0.810 -1.752
C: 2.672 -1.804 -0.338
F: 2.724 -0.515 -0.167
H: 2.813 -0.654 3.187
H: 3.046 -2.514 3.275
H: 0.565 -1.599 1.973
H: 2.836 -6.291 -1.476
H: 1.405 -6.177 -0.501
H: 3.369 -5.830 1.455
H: 2.398 -7.219 1.185
H: 3.404 -4.343 -2.345
H: 3.900 -2.311 -3.470
H: 3.060 -0.834 -2.919
C: -4.036 2.057 -0.647
O: -3.251 3.159 -1.060
C: -2.649 3.890 0.002
C: -1.153 3.664 0.040
N: -0.828 2.309 0.474
C: 0.565 1.929 0.273
C: 1.129 1.934 -1.144
O: 0.608 0.923 -1.996
C: -0.645 1.217 -2.597
H: -4.608 1.717 -1.509
H: -3.415 1.222 -0.302
H: -4.735 2.339 0.144
H: -3.115 3.651 0.962
H: -2.829 4.948 -0.203
H: -0.702 4.378 0.736
H: -0.766 3.881 -0.963
H: -1.414 1.654 -0.026
H: 0.674 0.913 0.669
H: 1.192 2.576 0.893
H: 2.192 1.711 -1.067
H: 1.057 2.918 -1.620
H: -0.752 2.281 -2.815
H: -1.475 0.886 -1.969
H: -0.702 0.663 -3.534
C: -7.495 1.327 -2.946
O: -7.324 0.207 -2.099
C: -8.491 -0.594 -1.934
C: -8.348 -1.924 -2.643
N: -8.378 -1.767 -4.091
C: -7.976 -2.954 -4.841
C: -6.569 -3.507 -4.633
O: -5.526 -2.686 -5.126
C: -5.135 -1.623 -4.281
H: -6.622 1.966 -2.823
H: -7.557 1.036 -4.000
H: -8.387 1.901 -2.678
H: -9.387 -0.060 -2.262
H: -8.589 -0.787 -0.863
H: -9.171 -2.577 -2.339
H: -7.410 -2.378 -2.296
H: -7.770 -1.003 -4.352
H: -8.076 -2.707 -5.900
H: -8.696 -3.753 -4.636
H: -6.503 -4.434 -5.207
H: -6.377 -3.781 -3.588
H: -5.220 -1.888 -3.223
H: -5.715 -0.718 -4.480
H: -4.091 -1.393 -4.499
C: 1.409 8.530 4.466
O: 2.745 8.075 4.554
C: 2.940 6.978 5.437
C: 3.238 5.703 4.676
N: 2.062 5.216 3.965
C: 2.329 4.156 2.999
C: 3.271 4.444 1.832
O: 2.768 5.355 0.877
C: 2.910 6.728 1.203
H: 1.423 9.487 3.947
H: 0.776 7.842 3.894
H: 0.972 8.678 5.457
H: 2.086 6.851 6.108
H: 3.813 7.221 6.049
H: 3.567 4.936 5.384
H: 4.073 5.918 3.997
H: 1.628 5.989 3.479
H: 1.364 3.872 2.572
H: 2.704 3.282 3.543
H: 3.403 3.502 1.289
H: 4.272 4.745 2.164
H: 3.824 6.921 1.769
H: 2.046 7.095 1.763
H: 2.954 7.286 0.269

Atomic partial charges in e from the Löwdin method, atoms 1 to 2: number 1, C, carries 0.082; number 2, C, carries -0.083

Computed, not measured: a cluster of 8 separate species, C40H60N4O20 in total in a non-equilibrium geometry, with ωB97M-V/def2-TZVPD.

Calculated values
Kohn-Sham gap: 6.97 eV
SMILES: O=C1C=C(O)C(=O)C=C1O.O=C1C=C(O)C(=O)C=C1O.O=C1C=C(O)C(=O)C=C1O.O=C1C=C(O)C(=O)C=C1O.COC[C@H](C)N.COC[C@H](C)N.COC[C@H](C)N.COC[C@H](C)N
strongest force on any atom: 3.95 eV Å⁻¹
total charge: 0

Atoms and positions in Å:
C: 8.495 16.492 7.788
C: 7.566 16.297 8.741
C: 7.646 15.062 9.688
O: 6.738 14.793 10.485
C: 8.801 14.206 9.499
C: 9.725 14.437 8.535
C: 9.692 15.694 7.662
O: 10.736 15.926 7.005
O: 10.766 13.682 8.324
O: 6.482 16.925 8.979
H: 8.607 17.366 7.131
H: 8.909 13.359 10.192
H: 11.247 14.015 7.535
H: 6.101 16.560 9.769
C: 11.053 7.797 11.117
C: 11.695 7.953 12.321
C: 11.417 9.188 13.248
O: 12.064 9.317 14.268
C: 10.310 10.144 12.908
C: 9.771 9.928 11.715
C: 10.085 8.807 10.717
O: 9.529 8.900 9.638
O: 8.757 10.664 11.293
O: 12.623 7.108 12.767
H: 11.331 7.049 10.371
H: 10.243 10.973 13.550
H: 8.631 10.379 10.314
H: 12.980 7.463 13.610
C: 13.544 10.349 11.750
C: 14.247 10.742 12.822
C: 14.264 12.208 13.293
O: 15.076 12.645 14.078
C: 13.361 13.073 12.564
C: 12.619 12.617 11.535
C: 12.720 11.204 10.984
O: 12.217 10.974 9.912
O: 11.747 13.298 10.829
O: 15.028 9.860 13.425
H: 13.798 9.380 11.372
H: 13.397 14.043 12.979
H: 11.502 12.763 10.082
H: 15.548 10.316 14.133
C: 15.199 16.459 9.006
C: 14.204 15.889 9.773
C: 13.882 16.406 11.130
O: 12.941 15.863 11.712
C: 14.742 17.455 11.683
C: 15.669 18.064 10.915
C: 15.974 17.583 9.501
O: 16.836 18.105 8.837
O: 16.414 19.016 11.445
O: 13.483 14.894 9.340
H: 15.419 16.065 8.026
H: 14.704 17.746 12.736
H: 17.056 19.313 10.801
H: 12.850 14.564 10.032
C: 20.219 9.773 14.575
C: 18.824 10.263 14.485
C: 18.023 10.248 15.815
O: 16.698 10.672 15.545
C: 16.109 11.058 16.725
N: 18.760 11.596 14.014
H: 20.676 9.626 13.612
H: 20.264 8.802 15.069
H: 20.847 10.394 15.245
H: 18.406 9.520 13.799
H: 18.571 10.948 16.467
H: 18.170 9.228 16.245
H: 15.843 10.174 17.300
H: 15.116 11.471 16.533
H: 16.772 11.809 17.180
H: 17.817 11.813 13.750
H: 19.323 11.704 13.157
C: 12.551 15.292 16.521
C: 11.692 15.996 15.467
C: 10.617 15.047 15.063
O: 9.683 15.704 14.214
C: 8.536 14.918 14.050
N: 11.030 17.143 16.115
H: 13.266 15.981 16.871
H: 13.017 14.369 16.170
H: 11.819 15.074 17.318
H: 12.417 16.210 14.620
H: 10.062 14.793 15.974
H: 11.019 14.150 14.620
H: 7.857 15.555 13.459
H: 7.963 14.691 14.970
H: 8.674 14.006 13.486
H: 11.628 17.958 16.219
H: 10.332 17.434 15.438
C: 15.654 10.331 8.306
C: 16.497 10.836 9.442
C: 15.979 12.130 10.055
O: 16.843 12.429 11.144
C: 16.682 13.814 11.552
N: 16.627 9.824 10.427
H: 14.660 10.103 8.737
H: 16.067 9.471 7.795
H: 15.391 11.129 7.570
H: 17.539 11.119 9.114
H: 14.956 12.051 10.330
H: 15.978 12.947 9.313
H: 16.812 14.614 10.825
H: 17.413 13.932 12.361
H: 15.757 13.959 12.069
H: 16.705 8.908 10.068
H: 17.183 9.963 11.266
C: 10.474 20.155 13.097
C: 9.835 19.021 12.253
C: 10.872 17.970 11.937
O: 11.932 18.489 11.122
C: 11.774 18.475 9.716
N: 8.639 18.640 13.035
H: 9.858 20.945 13.397
H: 11.325 20.548 12.552
H: 10.783 19.765 14.084
H: 9.487 19.475 11.318
H: 10.468 17.142 11.400
H: 11.246 17.546 12.902
H: 12.784 18.398 9.354
H: 11.314 19.400 9.380
H: 11.204 17.624 9.358
H: 8.993 18.016 13.777
H: 7.829 18.210 12.581

Atomic partial charges in e from the Löwdin method, atoms 1 to 2: number 1, C, carries 0.058; number 2, C, carries -0.246

Computed, not measured: an isolated molecule of C6H12O in a non-equilibrium geometry, with ωB97M-V/def2-TZVPD.

Calculated values
Kohn-Sham gap (spin up / spin down): 7.07 / 8.69 eV
energy above the lowest of the compared OMol25 structures with the same formula, charge and spin: 4.453 eV
strongest force on any atom: 3.23 eV Å⁻¹
total charge: 0

Atoms and positions in Å:
C: -2.296 -1.290 -1.504
C: -0.766 -1.249 -1.313
C: -0.317 -0.562 -0.066
C: 2.702 1.124 0.194
C: 1.763 1.016 1.243
C: 0.165 1.474 0.966
O: -0.343 0.755 -0.081
H: -2.793 -1.815 -0.681
H: -2.711 -0.279 -1.564
H: -2.551 -1.815 -2.432
H: -0.384 -2.276 -1.289
H: -0.311 -0.754 -2.178
H: -0.454 -1.048 0.903
H: 2.850 0.324 -0.522
H: 3.247 2.051 0.039
H: 1.992 1.645 2.116
H: 1.579 -0.045 1.508
H: -0.353 1.268 1.909
H: 0.115 2.526 0.689

Atomic partial charges in e from the Löwdin method, atoms 1 to 2: number 1, C, carries -0.108; number 2, C, carries -0.237

Computed, not measured: the ion C4H10N4 with charge +2 in a non-equilibrium geometry, with ωB97M-V/def2-TZVPD.

Calculated values
Kohn-Sham gap (spin up / spin down): 8.37 / 8.37 eV
energy above the lowest of the compared OMol25 structures with the same formula, charge and spin: 3.734 eV
strongest force on any atom: 4.38 eV Å⁻¹
total charge: +2

Atoms and positions in Å:
C: 0.660 1.865 -0.081
C: -1.222 -0.514 0.186
C: -0.879 1.871 0.058
C: 1.122 -0.403 0.369
N: 1.389 0.861 0.112
N: -1.598 0.651 -0.239
N: -1.827 -1.642 0.064
N: 2.073 -1.395 -0.284
H: 1.250 2.728 -0.243
H: -0.764 2.209 1.075
H: -1.497 2.578 -0.527
H: 1.018 -0.620 1.351
H: -2.525 0.674 -0.581
H: -1.388 -2.467 0.377
H: -2.644 -1.635 -0.488
H: 2.110 -1.141 -1.250
H: 1.760 -2.314 0.007
H: 2.963 -1.307 0.094

Atomic partial charges in e from the Löwdin method, atoms 1 to 2: number 1, C, carries 0.019; number 2, C, carries -0.111

Computed, not measured: an isolated molecule of C4H8O2 in a non-equilibrium geometry, with ωB97M-V/def2-TZVPD.

Calculated values
Kohn-Sham gap (spin up / spin down): 7.84 / 7.69 eV
energy above the lowest of the compared OMol25 structures with the same formula, charge and spin: 4.785 eV
strongest force on any atom: 1.06 eV Å⁻¹
total charge: 0

Atoms and positions in Å:
C: 0.378 -1.246 1.816
C: 0.029 -0.791 0.449
C: -0.871 1.478 -0.888
O: -0.461 0.474 -1.842
C: 0.791 0.076 -1.544
O: 0.998 -0.509 -0.405
H: -0.476 -1.033 2.471
H: 0.594 -2.322 1.903
H: 1.235 -0.694 2.218
H: -0.967 -0.847 0.032
H: -1.727 1.133 -0.298
H: -1.138 2.378 -1.439
H: 1.619 0.207 -2.219
H: -0.003 1.696 -0.254

Atomic partial charges in e from the Löwdin method, atoms 1 to 2: number 1, C, carries -0.083; number 2, C, carries -0.216

total charge of number 7 (C4H10N4)?
+2

Which formula does entry 7 have?
C4H10N4

Look up the total charge of the eighth one.
0

Which value of total charge does entry 4 give?
+1